Record 1
The following is a DFT calculation (the ωB97M-V functional and the def2-TZVPD basis) of CH3BrI2Si in the gas phase in a non-equilibrium geometry.

Summary:
E = -95204.1069 eV
HOMO level (alpha / beta) = -0.208 / -0.347 Eh
spin multiplicity = 3
charge = 0
LUMO (alpha / beta) = 0.276 / -4.774 eV
energy above the lowest of the compared OMol25 structures with the same formula, charge and spin = 2.522 eV
HOMO-LUMO gap (alpha / beta) = 0.21857 / 0.17108 Eh
largest force on an atom = 3.32 eV Å⁻¹

CARTESIAN COORDINATES (ANGSTROEM)
C (-0.237, -1.107, 0.268)
Si (0.190, 0.909, -0.068)
Br (-0.404, -1.911, -1.584)
I (2.540, 1.559, -0.484)
I (-1.148, 2.123, 1.723)
H (-1.182, -1.325, 0.854)
H (0.556, -1.612, 0.709)
H (-0.316, 1.364, -1.417)

Record 2
The following is a DFT calculation (the ωB97M-V functional and the def2-TZVPD basis) of 2 unconnected molecules or ions with the total composition CH3BrO in a non-equilibrium geometry.

Summary:
E = -73171.9373 eV
HOMO level (alpha / beta) = -0.371 / -0.369 Eh
charge = 0
LUMO (alpha / beta) = -1.036 / -1.038 eV
energy above the lowest of the compared OMol25 structures with the same formula, charge and spin = 3.178 eV
HOMO-LUMO gap (alpha / beta) = 0.33340 / 0.33092 Eh
largest force on an atom = 4.81 eV Å⁻¹

CARTESIAN COORDINATES (ANGSTROEM)
C (-0.128, 0.639, 0.175)
O (0.916, -1.317, 0.335)
Br (-1.691, -0.043, -0.617)
H (-0.190, 0.995, 1.182)
H (0.486, 1.213, -0.563)
H (0.607, -1.487, -0.513)

Record 3
The following is a DFT calculation (the ωB97M-V functional and the def2-TZVPD basis) of a molecular structure, CH3BrO3P in a non-equilibrium geometry.

Summary:
E = -86562.2314 eV
HOMO level = -0.175 Eh
charge = -1
LUMO = 3.299 eV
energy above the lowest of the compared OMol25 structures with the same formula, charge and spin = 0.214 eV
HOMO-LUMO gap = 0.29605 Eh
largest force on an atom = 2.48 eV Å⁻¹

CARTESIAN COORDINATES (ANGSTROEM)
C (0.621, 0.395, -1.039)
O (-0.996, -1.140, 0.198)
O (-0.946, 1.396, 0.893)
O (0.912, -0.160, 1.722)
P (-0.076, 0.201, 0.641)
Br (-2.036, -1.755, 1.473)
H (1.510, 0.965, -0.820)
H (0.930, -0.635, -1.173)
H (0.081, 0.733, -1.894)

Record 4
The following is a DFT calculation (the ωB97M-V functional and the def2-TZVPD basis) of CH3BrP2 in the gas phase in a non-equilibrium geometry.

Summary:
E = -89703.2815 eV
HOMO level = -0.346 Eh
charge = 0
LUMO = -0.470 eV
energy above the lowest of the compared OMol25 structures with the same formula, charge and spin = 1.033 eV
HOMO-LUMO gap = 0.32858 Eh
SMILES = [PH2]#P=CBr
largest force on an atom = 2.98 eV Å⁻¹

CARTESIAN COORDINATES (ANGSTROEM)
C (-1.164, 0.472, 0.014)
P (-0.109, -0.422, -0.933)
P (1.807, 0.054, 0.038)
Br (-3.293, 0.524, -0.446)
H (-1.125, 1.223, 0.939)
H (1.409, -0.884, 1.006)
H (2.476, -0.967, -0.618)

Record 5
The following is a DFT calculation (the ωB97M-V functional and the def2-TZVPD basis) of a molecular structure, CH3CdFO in a non-equilibrium geometry.

Summary:
E = -10409.7252 eV
HOMO level = -0.291 Eh
charge = 0
LUMO = -0.369 eV
HOMO-LUMO gap = 0.27714 Eh
largest force on an atom = 4.08 eV Å⁻¹

CARTESIAN COORDINATES (ANGSTROEM)
F (-0.048, 0.778, -0.003)
O (3.414, -0.206, 0.171)
Cd (1.896, 0.722, 0.048)
C (-1.137, -0.178, -0.042)
H (-1.970, 0.335, -0.530)
H (-0.777, -1.020, -0.637)
H (-1.378, -0.431, 0.994)

Record 6
The following is a DFT calculation (the ωB97M-V functional and the def2-TZVPD basis) of 2 unconnected molecules or ions with the total composition CH3Cl2F.

Summary:
E = -28847.7660 eV
HOMO level = -0.407 Eh
charge = 0
LUMO = 0.529 eV
energy above the lowest of the compared OMol25 structures with the same formula, charge and spin = 0.000 eV
HOMO-LUMO gap = 0.42670 Eh
SMILES = FCCl.Cl
largest force on an atom = 0.64 eV Å⁻¹

CARTESIAN COORDINATES (ANGSTROEM)
C (-0.789, 0.150, 0.206)
H (-0.424, 0.297, 1.225)
H (-0.022, 0.379, -0.536)
H (2.160, 0.199, -1.026)
F (-1.878, 0.932, -0.006)
Cl (-1.219, -1.563, 0.029)
Cl (2.172, -0.395, 0.108)